131
Properties=species:S:1:pos:R:3 method="wB97M-V/def2-TZVPD" multiplicity=4 lumo_energy_ha="-0.10914 / -0.17096" homo_ev="-9.276 / -10.377" s_squared=3.772 charge=+1
Ti 0.2289 -0.8816 -0.5941
C 1.4701 -4.7789 -1.3669
C 0.4690 -3.9566 -2.1025
C -0.1967 -4.4081 -3.2469
C -0.9893 -3.3650 -3.6603
N -0.8102 -2.3495 -2.8075
N 0.0872 -2.6915 -1.8376
B -1.2755 -0.8991 -2.8966
N -1.7074 -0.4663 -1.4053
C -2.8801 -1.1299 -1.0202
C -3.8823 -0.2328 -0.9416
C -3.2927 1.0277 -1.2898
C -4.0086 2.3056 -1.5302
N -2.0081 0.8985 -1.4941
N -0.0609 -0.0301 -3.2347
C 0.3503 0.4395 -4.4157
C 1.5536 1.0887 -4.2234
C 1.8393 0.9543 -2.8630
C 3.0639 1.4277 -2.1590
N 0.8489 0.2679 -2.2694
N -2.4422 -0.7455 -3.8275
C -2.8837 0.3331 -4.5318
C -4.1342 0.0462 -5.0020
C -4.4187 -1.2516 -4.5101
C -5.6676 -2.0479 -4.6749
N -3.4029 -1.7099 -3.8070
H 1.0736 -5.7843 -1.2249
H 1.7324 -4.3669 -0.4039
H 2.3781 -4.8582 -1.9668
H -0.0949 -5.3807 -3.6939
H -1.6840 -3.2821 -4.4762
H -2.9080 -2.2066 -0.9555
H -4.9146 -0.4238 -0.7029
H -4.5574 2.2166 -2.4714
H -3.3038 3.1312 -1.6171
H -4.7273 2.5089 -0.7403
H -0.2184 0.2702 -5.3141
H 2.1525 1.5944 -4.9597
H 3.8801 1.5298 -2.8708
H 3.3647 0.7147 -1.3918
H 2.8929 2.4028 -1.6986
H -2.2835 1.2224 -4.6291
H -4.7616 0.6661 -5.6189
H -5.9532 -2.1097 -5.7242
H -6.4853 -1.5771 -4.1271
H -5.5241 -3.0531 -4.2843
C 3.8396 -1.0285 4.0428
Ge 4.4017 -1.5327 2.2109
C 5.3713 -3.2680 2.4364
C 5.7205 -0.2025 1.5717
Ge 2.4669 -1.6507 0.5835
C 3.5315 -2.3255 -1.0601
C 3.1334 -2.1070 -2.3783
C 3.9545 -2.4103 -3.4548
C 5.2114 -2.9523 -3.2391
C 5.6299 -3.1757 -1.9373
C 4.8111 -2.8460 -0.8663
C 1.3650 -3.0639 1.5390
C 1.8689 -3.7659 2.6345
C 1.1115 -4.7254 3.2899
C -0.1809 -5.0016 2.8710
C -0.7159 -4.2955 1.8050
C 0.0430 -3.3246 1.1719
H 4.5192 -1.5000 4.7526
H 2.8250 -1.3599 4.2583
H 3.8914 0.0493 4.1913
H 6.3829 -3.1740 2.0421
H 4.8806 -4.1092 1.9496
H 5.4426 -3.4840 3.5023
H 5.3631 0.8107 1.7562
H 5.9110 -0.3225 0.5054
H 6.6606 -0.3334 2.1076
H 2.1622 -1.7078 -2.5935
H 3.6080 -2.2089 -4.4610
H 5.8609 -3.1880 -4.0714
H 6.6095 -3.5972 -1.7511
H 5.1834 -3.0113 0.1343
H 2.8726 -3.5711 2.9852
H 1.5393 -5.2652 4.1247
H -0.7784 -5.7448 3.3811
H -1.7252 -4.5031 1.4704
H -0.4228 -2.7572 0.3610
C 1.6980 1.5044 0.7842
C 1.0038 0.4880 1.6407
C 1.1223 0.3690 3.0259
C 0.0347 -0.3735 3.4633
C -0.7372 -0.6877 2.3425
C -2.0446 -1.3998 2.4073
N -0.1622 -0.1705 1.2162
H 1.4402 2.5072 1.1289
H 1.3723 1.4131 -0.2499
H 2.7806 1.4084 0.8595
H 1.8820 0.8342 3.6316
H -0.2091 -0.6364 4.4800
H -2.7058 -0.8577 3.0853
H -1.9213 -2.3964 2.8246
H -2.5268 -1.4708 1.4353
C 0.3101 6.3484 -1.4659
C -0.2838 6.5869 -0.2342
C -0.8433 5.5395 0.4851
C -0.8172 4.2426 -0.0234
C -0.2373 4.0170 -1.2696
C 0.3197 5.0642 -1.9908
Ge -1.4524 2.7064 1.0992
C -3.3947 2.8812 1.5533
C -4.0773 1.7692 2.0345
C -5.3859 1.8693 2.4854
C -6.0277 3.0988 2.4573
C -5.3624 4.2123 1.9630
C -4.0558 4.1046 1.5066
C -0.6960 3.1554 2.9053
C -1.3508 2.7003 4.0482
C -0.8926 3.0321 5.3144
C 0.2373 3.8256 5.4552
C 0.8945 4.2956 4.3278
C 0.4347 3.9542 3.0631
H 0.7675 7.1629 -2.0122
H -0.3087 7.5894 0.1737
H -1.2916 5.7315 1.4533
H -0.2365 3.0100 -1.6767
H 0.7621 4.8840 -2.9632
H -3.5780 0.8095 2.0423
H -5.9030 0.9941 2.8595
H -7.0461 3.1881 2.8115
H -5.8637 5.1714 1.9342
H -3.5510 4.9746 1.1025
H -2.2422 2.0918 3.9482
H -1.4269 2.6813 6.1884
H 0.6030 4.0832 6.4407
H 1.7575 4.9413 4.4310
H 0.9531 4.3458 2.1946